{
  "formula": "C5H5N5S",
  "method": "ωB97M-V/def2-TZVPD",
  "elements": ["N", "C", "N", "C", "H", "H", "H", "N", "H", "C", "N", "H", "S", "C", "C", "N"],
  "coordinates": [[-1.64706, 1.21540, -0.16545], [2.91279, 0.21363, -0.09932], [-0.58296, -1.00609, 0.14623], [-0.36872, 1.88127, -0.18927], [3.95099, -0.09229, -0.31267], [-2.58989, -1.86016, -0.33747], [-0.71459, -1.85317, 0.74112], [2.20253, 1.36251, -0.46978], [-3.81074, -0.46871, -0.51982], [0.76485, 1.02403, -0.32528], [-2.81949, -0.84024, -0.06659], [2.19398, -1.85426, 1.07209], [-0.42770, 3.49510, 0.25450], [0.66476, -0.29319, 0.18446], [-1.65799, -0.07898, -0.16275], [1.92923, -0.84484, 0.25001]],
  "atomic_forces_ev_per_a": [[1.772, -1.326, -1.273], [-5.071, 1.481, -0.939], [2.016, 2.073, 0.268], [-2.086, 1.403, 1.230], [-0.740, 0.672, 0.460], [-1.069, 2.396, 0.433], [-0.130, 1.413, -0.728], [0.097, -4.234, 1.261], [3.889, -1.074, 1.552], [3.589, -1.429, 1.416], [-2.720, -0.921, -2.476], [-1.078, 4.379, -3.657], [0.612, -1.243, -0.794], [-0.174, -0.076, -1.940], [-0.790, -1.268, 2.236], [1.885, -2.246, 2.951]],
  "total_charge": 0
}

=====

{
  "formula": "C5H5NO",
  "method": "ωB97M-V/def2-TZVPD",
  "elements": ["N", "C", "H", "C", "O", "H", "C", "C", "H", "H", "H", "C"],
  "coordinates": [[-2.21436, 1.33136, -1.60365], [-0.11399, 0.43069, -0.31272], [-1.20304, 0.16802, 1.57435], [0.32013, -0.87193, -0.83404], [0.84401, -0.11498, 1.85472], [0.76530, -1.06379, 1.68300], [-1.30565, 0.92419, -1.01677], [-0.22742, 0.53239, 1.22664], [0.71676, 1.07997, -0.60623], [1.60334, -2.31133, -2.01767], [-0.14433, 1.59115, 1.48684], [0.95925, -1.69574, -1.43447]],
  "atomic_forces_ev_per_a": [[0.821, -0.386, 0.659], [0.143, 0.097, -0.053], [0.134, -0.038, -0.111], [0.584, -0.287, -0.511], [-0.008, -0.233, 0.006], [0.110, 0.148, 0.042], [-0.819, 0.373, -0.502], [-0.254, 0.169, -0.004], [-0.101, 0.176, 0.050], [-0.211, -0.289, 0.127], [-0.132, -0.153, 0.010], [-0.267, 0.424, 0.288]],
  "total_charge": 0,
  "smiles": "C#C[C@@H](C#N)CO"
}

=====

{
  "formula": "C5H5NO",
  "method": "ωB97M-V/def2-TZVPD",
  "elements": ["C", "H", "C", "H", "N", "C", "H", "H", "C", "O", "H", "C"],
  "coordinates": [[3.14834, 0.04325, -0.36716], [-2.79443, -0.62555, -1.44193], [2.39878, 0.25593, 0.56525], [3.81758, -0.17838, -1.16935], [-1.57627, 0.24583, -0.03094], [0.94961, 0.30862, 0.92947], [-1.54069, 0.39049, 0.97974], [0.63796, 0.80866, -1.10653], [0.49402, 0.00279, -0.39090], [0.40052, 0.43874, 2.00852], [-3.31818, -0.84105, 0.32639], [-2.60098, -0.41819, -0.38882]],
  "atomic_forces_ev_per_a": [[-0.044, 0.103, 0.547], [0.272, -0.061, 0.098], [0.203, -0.268, -0.677], [0.094, 0.084, 0.221], [0.119, -0.578, 0.117], [-0.354, 0.094, 0.125], [0.180, -0.100, 0.010], [-0.209, -0.031, -0.022], [-1.140, 0.245, 0.067], [0.405, -0.050, -0.370], [0.066, 0.423, -0.093], [0.409, 0.140, -0.023]],
  "total_charge": 0
}

=====

{
  "formula": "C5H5NO",
  "method": "ωB97M-V/def2-TZVPD",
  "elements": ["H", "C", "N", "H", "C", "C", "C", "O", "H", "H", "C", "H"],
  "coordinates": [[-1.20135, -1.87058, 0.15828], [-1.06130, -0.80445, 0.35939], [2.25813, -1.60148, 0.92502], [0.23466, -0.74825, -1.34842], [0.89941, 2.15277, -0.35921], [0.37376, 1.06245, -0.34664], [0.24938, -0.39367, -0.30813], [-2.04256, 0.02311, -0.23231], [1.52072, 3.02671, -0.33740], [-1.00763, -0.66835, 1.45251], [1.39842, -1.05878, 0.37001], [-1.62163, 0.88051, -0.33311]],
  "atomic_forces_ev_per_a": [[-0.531, 0.267, -0.080], [0.104, 0.300, 0.024], [-1.056, 0.623, -0.692], [-0.059, -0.003, 0.201], [-0.224, -0.980, 0.071], [2.011, 1.275, 0.159], [0.405, -0.837, 0.074], [-0.533, -1.044, 0.217], [-0.564, 0.042, -0.059], [0.028, 0.040, -0.302], [0.691, -0.122, 0.389], [-0.272, 0.437, -0.002]],
  "total_charge": 0,
  "smiles": "C#C[C@@H](C#N)CO"
}

=====

{
  "formula": "C5H5NO",
  "method": "ωB97M-V/def2-TZVPD",
  "elements": ["H", "N", "C", "C", "C", "O", "C", "H", "H", "C", "H", "H"],
  "coordinates": [[1.43702, 1.70058, -1.71504], [-0.68746, -0.95243, -1.50002], [-0.67246, -1.36488, 0.98984], [0.15230, -0.04847, -1.52768], [1.00602, 0.90510, -1.14584], [-1.36324, -1.40565, 1.98148], [0.63366, 0.83696, 0.31725], [0.32030, 1.79131, 0.76333], [1.39248, 0.39573, 0.98693], [-0.63165, -0.12292, 0.10630], [-0.02415, -2.18151, 0.64548], [-1.56280, 0.44618, 0.09797]],
  "atomic_forces_ev_per_a": [[0.282, -0.055, -0.103], [0.422, 0.869, 0.706], [-0.594, 0.571, 0.335], [-0.231, -0.305, -0.274], [0.036, 0.191, -0.139], [0.652, 0.006, -0.832], [-0.069, -0.122, 0.164], [-0.180, -0.342, -0.131], [-0.235, 0.004, -0.269], [-0.360, -0.410, 0.368], [0.056, -0.147, 0.162], [0.222, -0.260, 0.012]],
  "total_charge": 0
}

=====

{
  "formula": "C5H5NO",
  "method": "ωB97M-V/def2-TZVPD",
  "elements": ["C", "O", "H", "C", "N", "C", "C", "H", "H", "H", "H", "C"],
  "coordinates": [[-0.66294, -1.75128, 0.10628], [1.50950, -1.01128, 0.52806], [2.03124, 1.05386, -0.29473], [0.18098, 1.70814, 0.24780], [1.21377, 1.47144, -0.74097], [-1.55613, -2.54804, 0.24186], [0.42488, -0.78529, 0.02748], [-0.48589, 2.54265, 0.04496], [0.40105, 1.52722, 1.29909], [-0.58435, 0.49463, -1.47587], [-2.34105, -3.26319, 0.36473], [0.12440, 0.51572, -0.64946]],
  "atomic_forces_ev_per_a": [[-0.412, -0.453, 0.123], [-0.444, 0.098, -0.164], [-0.090, 0.049, -0.052], [-0.157, 0.157, 0.200], [0.145, -0.059, -0.019], [0.340, 0.337, -0.105], [0.336, 0.082, 0.076], [0.122, -0.144, 0.023], [0.011, 0.012, -0.195], [0.121, -0.040, 0.201], [0.136, 0.136, -0.040], [-0.109, -0.175, -0.049]],
  "total_charge": 0,
  "smiles": "C#CC(=O)[C@H]1CN1"
}

=====

{
  "formula": "C5H5NO",
  "method": "ωB97M-V/def2-TZVPD",
  "elements": ["C", "H", "C", "C", "C", "C", "O", "H", "H", "N", "H", "H"],
  "coordinates": [[0.31643, 0.50475, -1.09715], [-0.99020, -1.49555, -0.61761], [-0.47208, -0.68251, -0.09783], [0.06445, -1.00790, 1.23613], [-0.98492, 0.67636, -0.39831], [1.46399, 1.14239, -0.50125], [-0.11850, -2.08267, 1.75547], [-1.90032, 0.72997, -0.97293], [0.51577, -0.65496, -1.18539], [2.42580, 1.64709, -0.09362], [-0.97226, 1.31561, 0.48508], [0.62911, -0.19006, 1.72203]],
  "atomic_forces_ev_per_a": [[0.342, -1.301, 0.739], [0.528, 0.152, 0.006], [-0.770, 0.151, 0.833], [-0.146, -0.162, 0.289], [-0.418, -0.071, 0.179], [0.871, 0.017, 0.508], [0.181, 0.389, -0.158], [0.026, 0.054, -0.032], [0.258, 1.052, -1.691], [-0.960, -0.356, -0.400], [0.087, 0.160, -0.349], [0.002, -0.085, 0.075]],
  "total_charge": 0,
  "smiles": "N#C[C@@H]1C[C@@H]1C=O"
}

=====

{
  "formula": "C5H5NO",
  "method": "ωB97M-V/def2-TZVPD",
  "elements": ["H", "H", "H", "O", "H", "C", "H", "C", "C", "C", "N", "C"],
  "coordinates": [[1.53302, -0.08113, 0.94502], [-1.95974, -1.15626, 0.04136], [1.26353, 1.72218, 0.76416], [-1.04869, -1.33830, 1.84023], [0.25398, 1.35210, -1.51868], [-0.53584, 0.49336, 0.38051], [-1.19256, 1.35658, 0.46981], [0.59787, -0.74957, -1.53568], [0.34448, 0.50053, -0.85123], [-1.22787, -0.77804, 0.78753], [0.77046, -1.75258, -2.08726], [0.92572, 0.71789, 0.53190]],
  "atomic_forces_ev_per_a": [[-0.166, 0.068, -0.049], [0.084, -0.010, 0.187], [-0.029, -0.162, -0.039], [-0.029, 0.263, -0.602], [0.085, -0.123, 0.111], [-0.130, 0.029, -0.043], [0.074, -0.077, -0.028], [0.081, -0.799, -0.403], [-0.002, 0.060, -0.194], [0.074, -0.224, 0.418], [-0.142, 0.957, 0.550], [0.101, 0.017, 0.092]],
  "total_charge": 0,
  "smiles": "N#C[C@@H]1C[C@@H]1C=O"
}

=====

{
  "formula": "C5H5NO",
  "method": "ωB97M-V/def2-TZVPD",
  "elements": ["C", "C", "H", "C", "H", "O", "H", "H", "N", "H", "C", "C"],
  "coordinates": [[-1.24889, 1.08265, -0.07385], [-0.21400, -0.30005, -0.67830], [-0.18789, 0.87370, -0.97226], [0.91376, -0.48545, 0.34375], [-1.90764, -0.90804, 0.74676], [0.03071, -0.34568, 1.45496], [-2.09544, 0.97245, -0.77420], [-0.41946, -0.95962, -1.51396], [2.86964, 1.26940, 0.28070], [1.34791, -1.49124, 0.29848], [2.00145, 0.50803, 0.32599], [-1.09016, -0.21614, 0.56192]],
  "atomic_forces_ev_per_a": [[-0.135, -0.109, 0.096], [0.048, -0.196, -0.190], [0.066, 0.018, -0.097], [0.236, -0.002, -0.089], [0.107, 0.137, -0.002], [0.037, 0.008, 0.113], [0.132, 0.012, 0.075], [0.030, 0.120, 0.150], [-0.809, -0.733, 0.030], [-0.055, 0.152, -0.009], [0.733, 0.644, -0.015], [-0.389, -0.051, -0.062]],
  "total_charge": 0
}

=====

{
  "formula": "C5H5NO",
  "method": "ωB97M-V/def2-TZVPD",
  "elements": ["C", "H", "C", "C", "H", "C", "H", "C", "H", "O", "N", "H"],
  "coordinates": [[-1.01244, -0.06451, -1.60705], [-0.20098, -0.34954, 2.10299], [0.51549, 0.34818, 1.67306], [0.62709, 0.37632, 0.18198], [1.63230, -1.19087, 0.95940], [-1.55283, 0.58385, -2.43725], [-2.30506, 0.10984, -3.10504], [-0.23401, -0.59722, -0.54347], [0.84020, 1.31594, -0.32138], [-0.28473, -1.77793, -0.24928], [1.69471, -0.17071, 1.01004], [0.64978, 1.28092, 2.21597]],
  "atomic_forces_ev_per_a": [[2.146, -0.812, 2.687], [0.141, 0.065, -0.123], [-0.126, 0.100, 0.169], [0.100, 0.240, 0.018], [0.008, 0.205, 0.030], [-3.172, -0.368, -3.373], [0.453, 1.639, -0.098], [0.451, -0.765, 0.745], [-0.059, -0.172, 0.054], [0.089, 0.318, 0.001], [-0.034, -0.281, 0.003], [0.003, -0.168, -0.114]],
  "total_charge": 0,
  "smiles": "C#CC(=O)[C@H]1CN1"
}

=====

| no. | HOMO energy (eV) | largest force on an atom (eV/A) |
| --- | --- | --- |
| 1 | -7.76 | 5.8 |
| 2 | -10.70 | 1.1 |
| 3 | -8.76 | 1.2 |
| 4 | -10.87 | 2.4 |
| 5 | -8.05 | 1.2 |
| 6 | -10.07 | 0.6 |
| 7 | -9.66 | 2.0 |
| 8 | -10.42 | 1.1 |
| 9 | -9.28 | 1.1 |
| 10 | -10.19 | 4.6 |